Record 1
C20H35Cl16NO | wB97M-V/def2-TZVPD

The geometry in XYZ format:
```
73
Properties=species:S:1:pos:R:3
Cl -8.340 2.537 1.776
Cl 8.274 -6.126 4.350
Cl 4.480 -3.310 0.917
Cl 2.988 -5.509 2.102
Cl -3.735 5.442 -1.496
Cl 5.748 -5.905 1.272
Cl -5.752 3.689 2.442
Cl 3.662 -5.566 -0.728
Cl 8.793 -8.989 4.363
Cl -7.613 5.165 0.761
Cl 10.812 -7.149 3.361
Cl -3.323 8.323 -1.530
Cl -4.720 7.079 0.698
Cl -5.992 7.230 -1.914
Cl 8.371 -7.599 1.842
Cl -6.289 2.789 -0.272
O 1.535 -1.141 3.853
N 0.094 -1.695 0.562
C 4.219 -5.073 0.891
C -6.999 3.545 1.177
C 0.472 -0.695 2.938
C -3.409 0.830 0.299
C 1.716 -2.603 3.829
C 1.037 -0.865 1.407
C 0.017 2.782 -2.088
C 1.206 -0.516 -1.974
C -4.442 7.019 -1.061
C -4.084 -0.761 -1.862
C -3.166 0.497 -1.300
C 9.063 -7.466 3.479
C -0.509 3.410 -0.645
C 0.815 -2.680 -0.332
C -1.057 2.282 0.413
C 1.636 2.436 -2.012
C 0.990 -2.140 -1.904
C 1.635 0.068 -3.444
C 2.205 1.598 -3.301
C -2.712 2.312 0.618
H -2.030 0.183 -1.415
H -5.132 -0.829 -1.329
H -0.620 2.583 1.480
H -1.300 4.242 -0.927
H 2.579 -2.840 4.617
H 1.951 1.973 -0.957
H 3.388 1.535 -3.164
H 0.119 -2.541 -2.598
H 2.089 -3.038 2.806
H 1.889 -2.975 0.055
H 2.180 3.498 -2.040
H 0.753 0.002 -4.242
H 2.153 -1.283 1.410
H -0.613 -1.120 0.053
H 2.018 2.252 -4.275
H -2.947 2.524 1.764
H 1.993 -2.629 -2.313
H 0.196 0.457 3.071
H 0.737 -3.202 4.141
H 1.127 0.221 0.920
H -2.810 0.005 0.905
H -3.439 -1.757 -1.739
H -4.557 0.813 0.608
H -4.209 -0.611 -3.034
H -0.132 3.561 -2.980
H -3.221 3.170 0.001
H -3.352 1.433 -1.995
H 2.539 -0.614 -3.825
H 0.202 -3.703 -0.370
H -0.655 1.861 -2.354
H 0.220 0.005 -1.618
H -0.529 -1.300 3.012
H 2.042 -0.221 -1.191
H -0.704 1.192 0.173
H 0.449 3.904 -0.137
```

Output
Strongest force on any atom, eV Å⁻¹: 2.8
SMILES: CCCCCCCCCCCCCNCCOC.ClC(Cl)(Cl)Cl.ClC(Cl)(Cl)Cl.ClC(Cl)(Cl)Cl.ClC(Cl)(Cl)Cl
Total charge: 0
HOMO level, eV: -8.483
HOMO-LUMO gap, eV: 8.50

Results of the Mulliken charge analysis, in e, for atoms 1 through 6: Cl -0.10; Cl -0.09; Cl -0.09; Cl -0.09; Cl -0.07; Cl -0.02

Record 2
H12NO4 | wB97M-V/def2-TZVPD

The geometry in XYZ format:
```
17
Properties=species:S:1:pos:R:3
O -0.320 -1.353 -1.224
O -0.630 3.352 -1.753
O 1.451 -3.034 0.692
O -0.874 -0.107 2.410
N 0.390 1.227 -0.026
H -1.433 3.743 -2.154
H -0.446 1.484 0.435
H -0.735 -1.659 -2.011
H 1.980 -3.768 0.389
H 0.659 1.876 -0.784
H -0.176 3.602 -2.597
H 1.049 1.257 0.756
H -1.242 -0.144 3.331
H 1.112 -3.462 1.479
H -1.229 -0.841 1.881
H 0.158 0.296 -0.474
H 0.551 -1.845 -1.073
```

Output
Strongest force on any atom, eV Å⁻¹: 3.0
Total charge: +1
HOMO level, eV: -15.056
HOMO-LUMO gap, eV: 12.05

Results of the Mulliken charge analysis, in e, for atoms 1 through 6: O -0.71; O -0.64; O -0.61; O -0.63; N -0.39; H 0.32

Record 3
C4H12N3O | wB97M-V/def2-TZVPD

The geometry in XYZ format:
```
20
Properties=species:S:1:pos:R:3
O 1.595 -1.505 -0.497
N -0.163 1.252 0.091
N 0.019 -2.679 0.624
N -0.407 -3.057 -0.687
C -0.835 2.527 0.209
C -0.622 0.035 0.186
C 1.147 1.545 -0.422
C 0.705 -1.406 0.488
H -1.210 -2.534 -0.918
H 1.110 -0.936 1.431
H -0.352 3.159 -0.607
H 1.799 0.642 -0.402
H -0.703 -4.045 -0.710
H 0.947 1.820 -1.485
H -1.767 -0.099 0.310
H 1.433 -2.307 -1.070
H -1.875 2.459 0.157
H -0.619 -2.806 1.394
H -0.615 2.925 1.152
H 1.525 2.365 0.093
```

Output
Strongest force on any atom, eV Å⁻¹: 3.2
Total charge: +1
HOMO level, eV: -13.556
HOMO-LUMO gap, eV: 9.47

Results of the Mulliken charge analysis, in e, for atoms 1 through 6: O -0.51; N 0.04; N -0.17; N -0.57; C -0.84; C 0.06

Record 4
C3H5N3 | wB97M-V/def2-TZVPD

The geometry in XYZ format:
```
11
Properties=species:S:1:pos:R:3
N -0.279 -1.110 -0.382
N -1.025 -0.633 -1.422
N 0.745 -0.233 1.661
C -0.969 0.669 -1.306
C -0.171 1.126 -0.179
C 0.150 -0.113 0.414
H -0.083 -2.096 -0.361
H 0.553 0.597 2.212
H 0.939 1.044 -0.386
H 1.711 -0.516 1.743
H -1.570 1.264 -1.992
```

Output
Strongest force on any atom, eV Å⁻¹: 2.2
SMILES: Nc1ccn[nH]1
Total charge: 0
HOMO level, eV: -8.512
HOMO-LUMO gap, eV: 9.27

Results of the Mulliken charge analysis, in e, for atoms 1 through 6: N 0.23; N -0.65; N -0.54; C -0.20; C -0.53; C 0.42

Record 5
CH3Cl2OPS | wB97M-V/def2-TZVPD

The geometry in XYZ format:
```
9
Properties=species:S:1:pos:R:3
Cl 2.510 -1.172 0.212
Cl -1.695 0.423 0.231
S 0.386 0.488 -1.176
P 1.494 0.649 0.524
O 2.647 1.874 0.246
C -2.668 -0.863 0.198
H 3.092 1.507 -0.544
H -2.395 -1.725 0.956
H -3.371 -1.181 -0.647
```

Output
Strongest force on any atom, eV Å⁻¹: 3.9
Total charge: 0
HOMO level (alpha / beta), eV: -8.856 / -8.986
HOMO-LUMO gap (alpha / beta), eV: 6.86 / 7.99

Results of the Mulliken charge analysis, in e, for atoms 1 through 6: Cl -0.24; Cl 0.04; S -0.21; P 0.38; O -0.45; C -0.37

> Which value of total charge does entry 5 give?

0